# C58H135O43P7

12 unconnected molecules or ions with the total composition C58H135O43P7 at a distorted geometry (the ωB97M-V functional and the def2-TZVPD basis, the OMol25 dataset).

Calculated values
E_tot: -7916.22970 hartree
Kohn-Sham gap: 10.16 eV
Total charge: 0
Structure (SMILES): CCOP(=O)(OCC)OCC.CCOP(=O)(OCC)OCC.CCOP(=O)(OCC)OCC.CCOP(=O)(OCC)OCC.CCOP(=O)(OCC)OCC.CCOP(=O)(OCC)OCC.CCOP(=O)(OCC)OCC.C[C@H]1COC(=O)O1.COC(=O)OC.COC(=O)OC.COC(=O)OC.COC(=O)OC
Largest force on an atom: 4.92 eV/Å

Last column: Löwdin charge in e.
Geometry (Å):
C -29.04225 -12.40144 -27.44280  -0.03
O -29.95112 -11.72427 -28.32613  -0.01
C -30.77533 -10.76352 -27.78606  -0.56
O -30.73210 -10.32957 -26.66083  0.12
O -31.65620 -10.26774 -28.67030  -0.01
C -32.72800 -9.62582 -28.12822  -0.10
H -28.80099 -13.43072 -27.70823  0.10
H -29.49883 -12.48738 -26.45677  0.07
H -28.08551 -11.87988 -27.41572  0.09
H -33.44915 -9.14672 -28.79041  0.10
H -32.35034 -8.80309 -27.52111  0.09
H -33.36347 -10.33282 -27.59489  0.10
C -32.61336 -14.13824 -27.75339  0.00
O -33.05223 -15.22107 -26.92890  -0.01
C -32.23659 -16.20228 -26.59136  -0.60
O -31.12457 -16.27138 -26.98110  0.14
O -32.83033 -17.06374 -25.69514  0.00
C -32.05243 -18.13145 -25.25579  -0.08
H -32.52624 -14.66657 -28.70280  0.11
H -31.70354 -13.67791 -27.36812  0.08
H -33.34287 -13.34299 -27.90660  0.09
H -30.99307 -18.00488 -25.03255  0.09
H -32.21093 -18.98518 -25.91468  0.10
H -32.45572 -18.39164 -24.27714  0.10
C -22.50671 -11.66714 -29.48363  -0.08
O -21.49914 -10.98513 -28.84683  0.02
C -21.79669 -10.18312 -27.82295  -0.57
O -22.95567 -9.90237 -27.44465  0.07
O -20.66523 -9.87363 -27.26934  0.02
C -20.57865 -9.47726 -25.93877  -0.04
H -22.68018 -11.46829 -30.54121  0.09
H -23.49597 -11.69976 -29.02714  0.09
H -22.14904 -12.69651 -29.45976  0.10
H -20.95640 -10.25270 -25.27238  0.09
H -21.01595 -8.47993 -25.89170  0.10
H -19.56845 -9.25256 -25.59655  0.10
C -27.43823 -12.25147 -21.23730  -0.07
O -27.86913 -12.54052 -22.51330  -0.04
C -28.73758 -13.57222 -22.83674  -0.49
O -29.36562 -14.20092 -21.98001  0.10
O -28.97013 -13.67707 -24.14970  0.01
C -29.96304 -14.45709 -24.67597  -0.10
H -28.34244 -11.86757 -20.76493  0.08
H -26.73189 -11.42388 -21.30275  0.09
H -27.10569 -13.09222 -20.62850  0.11
H -30.98380 -14.08154 -24.60441  0.11
H -30.09608 -15.40212 -24.14937  0.10
H -29.80723 -14.71432 -25.72365  0.07
C -32.53373 -8.50341 -31.70504  -0.05
C -32.19597 -7.06166 -31.91113  -0.27
O -31.67802 -6.89809 -33.21842  -0.20
P -31.28616 -5.42211 -33.82996  0.53
O -29.95344 -5.37860 -34.48518  -0.23
O -31.51593 -4.53813 -32.49725  -0.20
C -30.74578 -3.32851 -32.28782  -0.24
C -29.69380 -3.51815 -31.17774  -0.06
O -32.63675 -5.19760 -34.74444  -0.17
C -33.96773 -4.88252 -34.37770  -0.31
C -34.99024 -5.22900 -35.41891  -0.05
H -31.93994 -9.01539 -30.94782  0.05
H -33.58013 -8.70043 -31.47195  0.06
H -32.29637 -9.15523 -32.54581  0.09
H -33.05733 -6.39676 -31.84747  0.10
H -31.45256 -6.77469 -31.16742  0.10
H -30.36371 -2.91796 -33.22246  0.11
H -31.28856 -2.46508 -31.90314  0.11
H -30.22065 -3.99014 -30.34842  0.06
H -28.88046 -4.21142 -31.39217  0.07
H -29.21764 -2.57696 -30.90287  0.08
H -34.24906 -5.34888 -33.43353  0.09
H -34.09534 -3.83352 -34.11048  0.12
H -34.60450 -4.78367 -36.33597  0.09
H -34.84092 -6.30866 -35.40732  0.10
H -35.95980 -4.83633 -35.11253  0.07
C -37.10328 -9.49804 -19.66470  -0.07
C -35.62282 -9.73180 -20.06033  -0.29
O -35.69998 -10.21559 -21.40413  -0.20
P -35.14439 -11.75711 -21.61655  0.42
O -35.93769 -12.88052 -21.07974  -0.23
O -34.96137 -11.74050 -23.25172  -0.23
C -36.04019 -12.08829 -24.18357  -0.22
C -35.49201 -13.25270 -24.98364  -0.05
O -33.71515 -11.70339 -21.07705  -0.17
C -32.71224 -10.73947 -21.46650  -0.24
C -31.35628 -11.11112 -20.97288  -0.07
H -37.59587 -10.46328 -19.78199  0.08
H -37.24982 -9.17374 -18.63443  0.07
H -37.51035 -8.76483 -20.36098  0.08
H -35.07323 -8.79056 -20.04912  0.11
H -35.25568 -10.42619 -19.30460  0.12
H -36.95399 -12.29166 -23.62527  0.12
H -36.25195 -11.17072 -24.73250  0.08
H -35.52240 -13.02558 -26.04929  0.05
H -34.48676 -13.57088 -24.70737  0.08
H -36.21469 -14.06315 -24.88869  0.08
H -32.75087 -10.84799 -22.55040  0.12
H -32.97768 -9.77667 -21.02986  0.12
H -31.36035 -11.07454 -19.88351  0.08
H -31.01422 -12.11452 -21.22645  0.07
H -30.66318 -10.32068 -21.26081  0.09
C -29.61082 -7.76571 -28.80471  -0.03
C -29.24734 -6.26384 -28.76538  -0.22
O -28.07717 -6.21501 -27.93059  -0.21
P -27.99809 -5.42055 -26.57715  0.49
O -29.31235 -5.45872 -25.85711  -0.25
O -26.74942 -6.31405 -25.90979  -0.21
C -27.00150 -7.59054 -25.32896  -0.24
C -26.67766 -8.79294 -26.29064  -0.04
O -27.47467 -3.94515 -26.98034  -0.18
C -26.07759 -3.88247 -27.30265  -0.27
C -25.56404 -2.46543 -26.91816  -0.05
H -28.74405 -8.42414 -28.86204  0.07
H -30.17281 -8.06272 -27.91924  0.07
H -30.24304 -7.92729 -29.67782  0.06
H -28.88438 -5.96148 -29.74768  0.09
H -29.99770 -5.51444 -28.51347  0.12
H -26.53137 -7.74726 -24.35812  0.11
H -28.05277 -7.58394 -25.04104  0.10
H -25.61645 -8.99982 -26.42897  0.06
H -27.12155 -9.75344 -26.02886  0.06
H -27.12605 -8.56831 -27.25842  0.04
H -25.46627 -4.76952 -27.13671  0.11
H -26.26268 -3.96014 -28.37401  0.11
H -25.39101 -2.47056 -25.84199  0.08
H -24.77959 -2.19052 -27.62326  0.07
H -26.33294 -1.76248 -27.23870  0.07
C -33.15516 -7.81787 -24.03901  -0.02
C -33.84373 -8.76216 -25.12523  -0.24
O -34.60492 -8.02454 -26.07746  -0.20
P -36.18670 -8.34567 -26.31574  0.51
O -36.89561 -8.65787 -25.04409  -0.23
O -36.86770 -7.11254 -27.09990  -0.20
C -36.44592 -6.55651 -28.36537  -0.23
C -35.23046 -5.65579 -28.02235  -0.06
O -36.15569 -9.43300 -27.54562  -0.23
C -37.27182 -10.02570 -28.14494  -0.25
C -36.75651 -11.22708 -29.06558  -0.05
H -32.79951 -6.83922 -24.36128  0.07
H -33.68024 -7.77886 -23.08462  0.06
H -32.17883 -8.27579 -23.88032  0.06
H -33.08927 -9.37284 -25.62118  0.08
H -34.38977 -9.63344 -24.76356  0.09
H -36.23037 -7.36131 -29.06817  0.10
H -37.23627 -5.88123 -28.69314  0.11
H -35.53278 -5.17965 -27.08961  0.08
H -34.35127 -6.22804 -27.72627  0.06
H -35.00762 -4.93135 -28.80570  0.07
H -37.90555 -10.49925 -27.39513  0.12
H -37.77744 -9.31206 -28.79545  0.11
H -37.57943 -11.55752 -29.69938  0.07
H -35.98420 -10.88324 -29.75363  0.06
H -36.29589 -12.08596 -28.57747  0.06
C -24.59512 -16.20772 -28.07571  -0.06
C -25.91053 -16.67418 -27.51499  -0.30
O -25.66154 -17.77003 -26.68174  -0.17
P -26.51036 -17.95742 -25.31477  0.61
O -27.81162 -17.20757 -25.16188  -0.25
O -25.39641 -17.57185 -24.10492  -0.20
C -25.82024 -17.67792 -22.81176  -0.33
C -25.45607 -19.06047 -22.16651  -0.05
O -26.65667 -19.59795 -25.10887  -0.20
C -27.97103 -20.11753 -24.92975  -0.31
C -28.02477 -21.62465 -24.92238  -0.06
H -24.67645 -15.21744 -28.52385  0.08
H -23.87588 -16.13830 -27.25964  0.08
H -24.20556 -16.89394 -28.82767  0.08
H -26.34989 -15.91980 -26.86232  0.10
H -26.64776 -16.89486 -28.28692  0.13
H -25.29092 -16.89533 -22.26818  0.12
H -26.89266 -17.50597 -22.71971  0.11
H -24.40981 -19.15462 -22.45731  0.07
H -25.42199 -19.07995 -21.07721  0.07
H -26.04338 -19.82337 -22.67755  0.06
H -28.43285 -19.66740 -24.05099  0.11
H -28.58951 -19.68390 -25.71558  0.11
H -27.84752 -22.07390 -23.94521  0.07
H -28.99789 -21.89764 -25.33054  0.08
H -27.27591 -22.12543 -25.53600  0.08
C -18.96238 -11.14113 -22.23009  -0.06
C -20.03001 -12.06231 -21.61592  -0.26
O -20.77649 -12.63609 -22.71119  -0.21
P -22.36983 -12.29840 -22.78973  0.46
O -23.00598 -12.79660 -21.52381  -0.25
O -22.35579 -10.75023 -23.14741  -0.20
C -23.41590 -9.86117 -22.72759  -0.21
C -23.28014 -9.47987 -21.17694  -0.05
O -22.73594 -13.09289 -24.14314  -0.19
C -24.07831 -13.52131 -24.46388  -0.22
C -24.51406 -12.47730 -25.53049  -0.05
H -19.53921 -10.25518 -22.49552  0.06
H -18.25251 -10.78115 -21.48539  0.07
H -18.48918 -11.56916 -23.11382  0.08
H -19.65482 -13.00529 -21.21827  0.12
H -20.63208 -11.58987 -20.83976  0.11
H -23.42029 -8.94944 -23.32492  0.11
H -24.36692 -10.37931 -22.85087  0.09
H -22.36214 -8.90116 -21.07461  0.07
H -24.09379 -8.98422 -20.64740  0.07
H -23.12823 -10.39590 -20.60605  0.05
H -24.08359 -14.52104 -24.89818  0.11
H -24.70994 -13.59869 -23.57893  0.11
H -25.49192 -12.83310 -25.85498  0.07
H -24.65534 -11.51522 -25.03801  0.06
H -23.80477 -12.41094 -26.35548  0.07
C -24.42562 -13.08988 -33.95843  -0.07
C -23.83464 -11.68877 -33.86265  -0.30
O -24.65221 -10.79652 -33.12534  -0.19
P -25.14447 -9.37029 -33.81486  0.50
O -24.19717 -8.84399 -34.82580  -0.23
O -26.67907 -9.61486 -34.26546  -0.20
C -27.51589 -8.62304 -34.75367  -0.24
C -28.84917 -8.70036 -33.88202  -0.05
O -25.35274 -8.50293 -32.49219  -0.20
C -25.87503 -9.05927 -31.28426  -0.25
C -26.19171 -7.72838 -30.50917  -0.03
H -25.41615 -13.05241 -34.41180  0.08
H -23.83871 -13.77148 -34.57411  0.08
H -24.48224 -13.54774 -32.97089  0.07
H -22.81743 -11.81705 -33.49263  0.11
H -23.59937 -11.27073 -34.84143  0.11
H -27.04393 -7.64188 -34.70200  0.12
H -27.85791 -8.84981 -35.76347  0.12
H -29.32736 -9.67186 -33.75710  0.08
H -28.74071 -8.30353 -32.87263  0.06
H -29.59362 -8.02369 -34.30156  0.04
H -26.73321 -9.71184 -31.44480  0.11
H -25.23643 -9.73179 -30.71155  0.10
H -25.24640 -7.23228 -30.28928  0.08
H -26.61733 -7.18684 -31.35396  0.07
H -26.77519 -7.95613 -29.61710  0.05
C -37.86931 -3.30891 -33.05718  -0.03
C -37.98524 -4.72139 -32.54347  -0.29
C -38.50151 -5.82792 -33.58138  -0.10
O -37.60484 -6.88820 -33.45177  0.04
C -36.68398 -6.58385 -32.42398  -0.46
O -35.80386 -7.35069 -32.02273  0.11
O -36.84796 -5.32802 -31.92656  0.07
H -37.38076 -3.03884 -33.99339  0.08
H -37.50040 -2.61266 -32.30403  0.09
H -38.88502 -2.99131 -33.29293  0.09
H -38.69577 -4.67071 -31.71843  0.14
H -38.36383 -5.40348 -34.57586  0.12
H -39.54319 -6.13876 -33.50136  0.13

Cartesian forces, eV/Å:
C 0.04 0.28 0.99
O -1.33 0.70 -0.34
C 0.63 0.23 0.61
O 0.43 -0.90 -0.03
O 2.05 -2.40 -2.39
C -1.88 1.69 1.60
H -0.60 0.11 -0.94
H 0.28 0.44 0.09
H -0.17 0.27 0.22
H 0.71 -0.34 -1.08
H -0.39 -0.18 0.50
H 0.19 0.08 0.58
C 0.56 -1.12 -0.87
O -2.27 0.42 1.63
C -1.01 0.06 0.96
O 2.02 -0.67 -0.57
O 0.11 2.47 -1.49
C 0.08 -1.70 1.13
H 0.84 0.82 -0.43
H 0.16 -0.33 -0.23
H -0.52 -0.49 0.71
H 0.09 0.76 -0.74
H 0.26 -0.03 -0.07
H -0.31 -0.11 -0.08
C -1.36 -2.51 -0.98
O 0.61 1.50 0.27
C -3.69 -0.29 0.86
O 3.10 -0.48 -0.81
O 1.90 -0.24 -0.68
C -0.30 1.34 1.16
H 0.46 0.81 0.00
H 0.23 0.62 0.51
H -0.17 -0.27 -0.16
H -0.51 0.38 0.01
H -0.82 -0.26 0.68
H 0.45 -0.60 -0.86
C -1.46 0.43 1.77
O -0.49 -2.12 -4.41
C -1.88 0.02 2.91
O 1.59 0.96 -1.60
O 2.61 2.29 0.67
C -2.24 -2.50 -0.07
H 0.15 0.19 0.76
H 0.20 -0.41 -0.09
H 0.33 -0.09 -0.39
H 0.06 1.04 0.14
H 0.61 -0.20 0.11
H 0.61 0.31 0.21
C -0.26 -1.75 0.18
C -0.18 0.22 0.31
O 1.36 1.43 -1.39
P -1.62 -1.91 0.77
O -2.16 0.35 0.49
O 0.44 0.93 -0.73
C 1.23 0.74 0.51
C -0.06 -0.89 -0.57
O 2.00 0.34 -0.44
C -0.51 1.30 2.27
C 1.96 -0.51 0.08
H 0.05 0.47 0.48
H -0.04 0.27 -0.01
H -0.13 0.50 -0.57
H -0.12 -0.23 0.52
H 0.03 0.36 -0.05
H 0.39 -0.60 -0.16
H -1.29 -0.60 -0.06
H -0.01 0.45 0.31
H -0.03 -0.05 -0.54
H -0.34 0.07 0.13
H 0.23 -0.57 0.08
H 0.68 0.48 -0.25
H -0.58 -0.17 -0.32
H -1.13 -0.22 -0.84
H 0.02 -0.36 -0.20
C 0.67 0.00 -0.25
C -2.23 0.58 0.82
O 1.16 -1.88 0.01
P -2.28 0.69 -2.39
O 0.42 1.11 -0.27
O -0.32 0.26 1.96
C 1.01 0.57 1.01
C -1.36 -0.20 -0.86
O 1.76 -0.49 1.29
C -0.45 -0.70 -0.80
C 0.23 -0.16 1.21
H -0.19 0.12 -0.08
H 0.19 0.15 -0.01
H -0.27 -0.09 0.13
H 0.22 -0.15 -0.05
H 0.65 -0.24 -0.46
H 0.13 -0.39 0.06
H 0.18 -0.09 -0.28
H 0.30 0.12 -0.14
H -0.25 0.14 0.16
H 0.40 -0.42 0.14
H 0.20 1.08 -0.14
H -0.22 0.15 -0.59
H -0.02 -0.07 0.20
H -0.01 0.15 -0.43
H 0.16 -0.21 -0.36
C -1.11 0.97 -0.02
C 1.16 -1.19 -0.70
O 0.29 0.41 -0.35
P -1.34 -1.44 1.45
O 2.09 0.52 -0.67
O -0.43 2.16 -0.56
C -1.26 -1.67 -0.21
C -0.32 0.88 -0.09
O -0.55 -2.41 2.90
C -0.08 1.53 -2.81
C -0.82 -1.58 -0.98
H 0.11 0.39 -0.18
H 0.01 0.12 0.08
H -0.05 -0.27 -0.02
H 0.01 -0.10 -0.15
H -0.25 -0.52 0.60
H 0.76 0.65 -0.20
H -0.28 -0.37 -0.31
H 0.12 0.40 0.04
H -0.24 0.20 0.70
H 0.21 0.14 -0.10
H -0.17 0.23 1.14
H 1.27 0.50 -0.63
H 0.44 0.62 -0.26
H 0.78 -0.23 0.77
H -0.36 -0.05 0.61
C 0.16 -1.65 -0.80
C 1.10 -0.06 1.14
O -1.85 -0.06 -1.24
P -0.36 0.14 0.07
O 0.69 -0.03 -1.92
O 0.23 -0.63 0.84
C 1.44 0.66 0.95
C -0.50 -0.59 0.10
O 1.51 0.83 1.77
C 0.48 -2.50 -1.16
C -0.14 1.32 0.02
H -0.88 0.15 -0.47
H -0.16 0.15 -0.24
H 0.00 -0.42 0.45
H 0.53 0.95 -0.54
H -0.77 0.67 1.03
H -0.09 0.16 -0.15
H -0.25 -0.49 -0.08
H 0.03 0.54 -0.20
H 0.04 -0.11 -0.45
H 0.04 -0.05 0.08
H -0.36 0.51 0.05
H -0.28 0.03 0.25
H -0.11 -0.14 0.17
H 0.00 0.38 -0.04
H -0.39 0.15 0.57
C 0.29 0.12 -0.07
C -0.39 1.67 -0.04
O -0.73 -2.09 2.35
P -0.19 -0.24 1.86
O 2.31 -1.24 -0.63
O -0.81 -0.60 -4.78
C -0.66 -0.74 3.28
C 0.75 1.27 -1.33
O 1.07 2.13 -0.41
C -0.94 0.75 -0.40
C 0.32 -0.34 -0.05
H -0.14 -0.01 -0.07
H 0.08 -0.01 -0.04
H 0.00 -0.04 0.05
H -0.09 0.47 -0.35
H 0.04 -0.32 0.01
H -0.15 0.09 0.15
H -0.12 0.23 -0.02
H 0.11 -0.54 -0.10
H -0.71 0.04 -0.11
H 0.10 -0.23 0.56
H 0.24 -0.26 0.47
H -0.06 -0.39 -0.38
H -0.39 0.23 0.19
H -0.04 -0.28 0.33
H 0.06 0.48 -0.42
C -1.19 0.34 0.79
C 1.12 -1.30 -0.66
O -2.14 1.11 -1.00
P 1.54 -2.84 1.24
O -0.21 1.45 -1.93
O -0.39 0.57 0.35
C -0.95 0.18 2.30
C 0.97 -0.91 -1.09
O 0.57 0.14 1.55
C 0.20 1.25 -1.18
C -0.97 -1.21 1.27
H 0.21 0.19 -0.51
H 0.22 -0.34 -0.03
H 0.00 -0.05 0.26
H 0.62 0.45 0.65
H -0.21 0.14 -0.27
H 0.35 -0.35 -0.25
H -0.09 0.08 -0.22
H -0.07 0.21 0.13
H -0.25 0.28 -0.79
H 0.04 -0.20 -0.17
H 0.61 -0.03 0.01
H 0.00 0.45 0.07
H -0.16 0.30 -0.49
H 0.13 0.12 -0.25
H -0.08 -0.03 0.18
C -0.49 0.24 0.00
C 0.91 -0.91 -1.40
O -0.81 1.37 -0.62
P 0.37 -0.94 0.37
O -1.26 -0.32 1.05
O 2.69 -1.83 0.42
C -3.05 0.33 1.06
C 0.51 1.29 -0.33
O 1.05 -0.87 -0.91
C -0.49 1.08 1.46
C 0.50 -1.93 -1.14
H -0.13 -0.04 0.17
H 0.31 0.29 -0.07
H -0.20 0.06 0.06
H -0.07 0.51 1.04
H -0.55 0.03 -0.26
H -0.23 0.07 -0.07
H 0.59 0.01 -0.20
H 0.50 -0.27 -0.49
H 0.53 -0.03 0.15
H 0.02 -0.09 -0.30
H -0.51 0.50 -0.46
H 0.94 0.33 -0.42
H -0.06 -0.13 0.30
H -0.86 0.61 0.84
H -0.13 0.63 -0.20
C -0.16 0.74 -0.33
C -1.74 -0.92 0.09
C 0.61 2.20 -0.31
O 1.86 -0.10 2.33
C 1.88 -2.03 0.32
O -2.81 2.17 -1.39
O 0.26 -0.95 -1.34
H 0.66 -0.84 -0.02
H 0.01 -0.20 0.15
H -0.31 -0.04 0.33
H -0.24 0.09 -0.05
H -0.14 -0.05 -0.21
H 0.15 -0.04 0.48